# 1
Molecular formula: C3H14N2Si3
Method: DFT, the ωB97M-V functional and the def2-TZVPD basis

Values from the calculation:
- E_tot (eV) = -29950.752
- HOMO-LUMO gap (eV) = 7.989

XYZ file:
```
22
Properties=species:S:1:pos:R:3:lowdin_charge:R:1
C -2.866 0.050 -1.166 -0.161
C -2.376 -0.773 1.254 -0.147
C -1.902 -0.667 -0.197 -0.514
N 3.396 1.049 -0.419 -0.414
N 1.358 -0.816 0.070 -0.309
Si 2.974 -0.317 0.556 0.338
Si 2.733 2.539 -0.041 0.492
Si -0.036 -0.013 -0.521 0.549
H -2.434 0.193 -2.206 0.080
H -3.777 -0.472 -1.203 0.046
H -3.062 1.141 -0.944 0.091
H -2.412 0.229 1.751 0.090
H -1.744 -1.446 1.822 0.059
H -3.350 -1.295 1.220 0.079
H -1.923 -1.781 -0.553 0.117
H 3.374 0.837 -1.402 -0.003
H 1.285 -1.807 0.353 0.032
H 4.111 -1.166 0.269 -0.058
H 3.325 0.078 1.940 -0.046
H 2.716 2.662 1.418 -0.197
H 0.128 1.393 -0.133 -0.084
H 0.482 0.382 -1.866 -0.042
```

# 2
Molecular formula: C25H22BN11O2SScSe
Method: DFT, the ωB97M-V functional and the def2-TZVPD basis

Values from the calculation:
- E_tot (eV) = -144332.225
- HOMO-LUMO gap (eV) = 4.984
- charge = -1

XYZ file:
```
64
Properties=species:S:1:pos:R:3:lowdin_charge:R:1
Sc -0.423 1.267 0.025 0.491
C -3.287 1.656 3.491 -0.066
C -2.776 1.972 2.223 -0.161
N -1.618 1.356 2.031 -0.022
N -1.358 0.648 3.145 -0.024
C -2.346 0.810 4.042 -0.091
B -0.104 -0.231 3.192 -0.518
N -0.267 -1.330 2.119 -0.022
C -0.588 -2.623 2.299 -0.091
C -0.736 -3.201 1.052 -0.076
C -0.497 -2.151 0.158 -0.163
N -0.211 -1.034 0.813 0.012
N 1.114 0.650 2.842 -0.021
C 2.254 0.737 3.547 -0.088
C 3.040 1.722 2.983 -0.066
C 2.276 2.189 1.908 -0.147
N 1.124 1.537 1.829 0.006
H -4.201 2.008 3.938 0.081
H -3.163 2.627 1.458 0.050
H -2.313 0.318 5.000 0.110
H 0.042 -0.733 4.272 0.115
H -0.680 -3.039 3.288 0.112
H -0.989 -4.222 0.823 0.086
H -0.503 -2.163 -0.920 0.114
H 2.422 0.108 4.406 0.112
H 4.013 2.055 3.301 0.082
H 2.504 2.976 1.209 0.102
N 4.156 -0.387 -1.920 0.166
C 4.109 -1.652 -1.383 -0.192
C 4.898 -2.780 -1.563 -0.039
C 4.561 -3.901 -0.827 -0.113
C 3.479 -3.888 0.063 -0.095
C 2.698 -2.762 0.241 -0.003
C 3.010 -1.624 -0.501 -0.198
N 2.422 -0.377 -0.524 0.201
C 3.124 0.329 -1.358 -0.260
C 2.881 1.724 -1.680 -0.306
C 3.693 2.503 -2.453 -0.371
S 3.008 4.058 -2.641 1.006
C 1.671 3.570 -1.654 -0.500
N 1.748 2.361 -1.217 -0.008
H 4.785 -0.062 -2.630 0.147
H 5.740 -2.781 -2.244 0.101
H 5.144 -4.807 -0.936 0.092
H 3.251 -4.786 0.624 0.096
H 1.869 -2.748 0.935 0.087
H 4.628 2.253 -2.930 0.060
H 0.835 4.233 -1.439 -0.055
O -0.230 0.479 -1.926 -0.246
N -1.368 0.434 -2.521 0.009
N -2.357 0.375 -1.730 -0.231
O -2.228 0.313 -0.430 -0.233
C -3.672 0.311 -2.272 -0.154
C -4.740 0.377 -1.388 0.005
C -6.035 0.301 -1.877 -0.083
C -6.262 0.163 -3.237 -0.109
C -5.186 0.108 -4.113 -0.096
C -3.887 0.182 -3.640 -0.017
H -4.526 0.498 -0.337 0.114
H -6.869 0.357 -1.189 0.099
H -7.275 0.105 -3.616 0.093
H -5.364 0.009 -5.177 0.096
H -3.040 0.149 -4.308 0.105
Se -1.399 3.451 -0.676 -0.085
```

# 3
Molecular formula: C2H5OP
Method: DFT, the ωB97M-V functional and the def2-TZVPD basis

Values from the calculation:
- E_tot (eV) = -13488.980
- HOMO-LUMO gap (eV) = 10.904

XYZ file:
```
9
Properties=species:S:1:pos:R:3:lowdin_charge:R:1
P 1.101 1.066 -0.768 0.837
C -0.184 -0.231 -0.458 -0.621
C -0.269 -0.883 0.851 -0.211
O 0.293 -1.522 -0.255 -0.114
H 0.811 1.790 0.388 -0.119
H 0.280 1.881 -1.542 -0.126
H -1.230 -0.221 -1.044 0.146
H 0.421 -0.601 1.642 0.103
H -1.222 -1.280 1.185 0.106
```

# 4
Molecular formula: F12P2Rb
Method: DFT, the ωB97M-V functional and the def2-TZVPD basis

Values from the calculation:
- E_tot (eV) = -51857.232
- HOMO-LUMO gap (eV) = 8.588
- charge = -1

XYZ file:
```
15
Properties=species:S:1:pos:R:3:lowdin_charge:R:1
Rb 1.023 3.179 0.472 0.946
P 1.392 0.234 -4.174 0.117
F 2.712 -0.311 -4.934 -0.174
F 0.537 -1.095 -4.493 -0.182
F 2.007 -0.470 -2.829 -0.194
F 0.013 0.668 -3.461 -0.184
F 2.081 1.615 -3.707 -0.179
F 0.903 0.763 -5.620 -0.173
P -1.530 -0.597 4.108 0.173
F -0.419 -1.360 3.187 -0.201
F -0.584 0.770 4.296 -0.217
F -2.221 -0.071 2.802 -0.145
F -2.662 0.049 5.105 -0.183
F -2.473 -1.961 3.965 -0.219
F -0.779 -1.411 5.282 -0.185
```

# 5
Molecular formula: C18H22N5O7S2Zn
Method: DFT, the ωB97M-V functional and the def2-TZVPD basis

Values from the calculation:
- E_tot (eV) = -110892.405
- HOMO-LUMO gap (eV) = 6.106
- charge = -1

XYZ file:
```
55
Properties=species:S:1:pos:R:3:lowdin_charge:R:1
Zn -0.482 -0.392 0.120 0.704
C -2.355 1.976 -1.234 -0.206
C -1.740 2.499 0.062 -0.195
N -0.389 1.986 0.304 -0.067
C 0.653 2.543 -0.533 -0.157
C 0.832 1.719 -1.788 -0.248
C 1.392 2.233 -2.948 -0.019
C 1.569 1.384 -4.028 -0.058
C 1.163 0.063 -3.933 -0.022
C 0.595 -0.370 -2.745 -0.238
C 0.120 -1.798 -2.532 -0.141
N -0.982 -1.859 -1.585 -0.084
C -2.321 -1.676 -2.144 -0.176
C -2.646 -0.204 -2.410 -0.209
N -2.439 0.539 -1.197 -0.100
N 0.452 0.449 -1.708 0.131
H -1.733 2.268 -2.090 0.110
H -3.327 2.473 -1.375 0.114
H -2.357 2.165 0.896 0.109
H -1.741 3.598 0.029 0.110
H -0.156 2.056 1.285 0.127
H 1.595 2.475 0.010 0.110
H 0.476 3.592 -0.804 0.121
H 1.681 3.275 -2.995 0.111
H 2.013 1.753 -4.945 0.103
H 1.272 -0.623 -4.764 0.110
H 0.958 -2.357 -2.109 0.122
H -0.145 -2.236 -3.500 0.117
H -0.944 -2.689 -0.998 0.073
H -3.029 -2.067 -1.411 0.128
H -2.443 -2.245 -3.073 0.111
H -3.667 -0.133 -2.814 0.113
H -1.976 0.194 -3.182 0.110
H -2.993 0.191 -0.416 0.091
O -1.714 -0.871 2.475 -0.215
S -0.175 -2.869 1.791 0.681
O -0.034 -3.735 2.931 -0.288
O 1.312 -2.865 1.112 -0.333
O -1.106 -3.278 0.759 -0.325
O 3.927 -1.329 1.242 -0.326
S 2.597 -0.782 1.122 0.595
O 2.495 0.537 0.511 -0.342
N 1.546 -1.681 0.283 -0.249
C -0.399 -1.090 2.123 -0.474
O -2.292 -0.250 1.269 -0.341
C 0.619 -0.689 3.125 -0.197
C 0.249 -0.360 4.428 -0.021
C 1.203 -0.035 5.380 -0.091
C 2.556 -0.061 5.064 -0.101
C 2.946 -0.376 3.771 -0.069
C 1.988 -0.649 2.801 -0.214
H -0.805 -0.378 4.676 0.116
H 0.889 0.213 6.388 0.094
H 3.301 0.162 5.818 0.091
H 3.990 -0.397 3.488 0.105
```